{"formula": "C5H8NS", "method": "the ωB97M-V functional and the def2-TZVPD basis", "e_lumo_ha": -0.2189, "de_lowest_kcal_mol": 77.3, "orbital_gap_ev": 9.189, "energy_ev": -17629.57722, "multiplicity": 1, "total_charge": 1, "homo_energy_ev": -15.15, "symbols": ["C", "H", "C", "N", "H", "H", "C", "H", "H", "C", "H", "S", "H", "C", "H"], "coordinates": [[-0.745, -1.414, -0.164], [-0.860, 1.982, -0.768], [0.666, 0.387, 1.024], [1.133, 0.432, -0.413], [-1.712, -1.239, 0.416], [0.479, 1.298, 1.546], [2.311, 0.036, -0.528], [-1.946, 1.154, 0.181], [-1.980, 0.655, -1.299], [-0.216, 0.016, -0.079], [0.126, -1.967, 0.322], [3.750, -0.093, -0.019], [1.294, -0.447, 1.538], [-1.258, 1.039, -0.609], [-1.042, -1.839, -1.149]], "lowdin_charge": [0.02, 0.07, 0.04, 0.02, 0.13, 0.14, -0.57, 0.08, 0.10, -0.46, 0.11, 1.02, 0.17, 0.02, 0.11]}

{"formula": "C9H36N4O9", "method": "the ωB97M-V functional and the def2-TZVPD basis", "e_lumo_ha": 0.0204, "de_lowest_kcal_mol": 86.6, "orbital_gap_ev": 9.549, "energy_ev": -34300.20149, "multiplicity": 1, "homo_energy_ev": -8.99, "smiles": "NC(N)=O.NC(N)=O.CO.CO.CO.CO.CO.CO.CO", "symbols": ["H", "H", "H", "O", "H", "H", "H", "H", "H", "O", "H", "O", "O", "H", "H", "H", "H", "H", "H", "O", "H", "H", "C", "O", "C", "H", "H", "H", "N", "O", "O", "H", "C", "O", "H", "H", "N", "H", "N", "H", "C", "H", "H", "H", "H", "C", "C", "C", "C", "H", "H", "N", "H", "C", "H", "H", "H", "H"], "coordinates": [[32.697, 8.420, -1.250], [29.110, 13.584, -2.824], [31.160, 7.698, 2.875], [28.805, 9.091, -2.798], [30.086, 11.675, 2.720], [26.689, 8.298, 1.833], [31.756, 9.073, 3.851], [29.133, 7.230, 1.647], [27.294, 15.770, -0.381], [28.298, 6.404, -0.067], [30.815, 7.638, 4.509], [28.853, 13.730, -0.412], [32.394, 6.742, 0.146], [28.158, 8.261, -0.396], [27.055, 11.441, -1.206], [26.809, 15.897, -1.971], [27.941, 14.944, -3.400], [27.141, 9.623, 0.050], [30.467, 11.447, 0.074], [29.694, 9.056, 3.452], [27.228, 10.866, 2.617], [29.979, 5.792, 0.954], [30.896, 8.331, 3.694], [29.873, 9.765, 1.029], [28.979, 6.307, 1.177], [30.498, 12.385, 4.337], [30.695, 11.625, -4.677], [27.625, 11.368, -2.874], [27.740, 9.154, -0.624], [30.246, 12.384, -2.824], [28.639, 11.632, 4.230], [29.777, 11.981, -2.060], [26.609, 9.121, 2.513], [27.137, 10.250, 1.906], [28.073, 5.495, -0.348], [28.948, 9.671, 0.724], [28.285, 14.229, -2.722], [31.748, 10.450, 0.604], [27.251, 15.326, -1.254], [29.616, 13.265, 3.324], [28.049, 9.705, -1.780], [30.580, 10.458, -3.411], [29.013, 10.889, 4.687], [30.725, 10.075, -0.779], [25.595, 9.223, 2.694], [30.161, 11.452, -3.827], [28.182, 14.394, -1.432], [29.720, 12.264, 3.633], [30.686, 10.481, 0.239], [29.179, 11.370, -4.207], [28.518, 5.542, 1.865], [27.559, 10.923, -1.920], [30.998, 7.754, -1.030], [32.063, 7.570, -1.029], [32.142, 6.932, -1.891], [29.586, 9.263, 2.521], [32.685, 5.912, -0.209], [27.140, 8.748, 3.414]], "lowdin_charge": [0.08, 0.07, 0.05, -0.15, 0.10, 0.07, 0.11, 0.03, 0.09, -0.14, 0.07, -0.12, -0.13, 0.08, 0.12, 0.11, 0.14, 0.09, 0.03, -0.16, 0.07, 0.10, -0.13, -0.13, -0.14, 0.07, 0.05, 0.13, 0.16, -0.13, -0.10, 0.06, -0.15, -0.11, 0.11, 0.06, 0.14, 0.12, 0.13, 0.06, -0.55, 0.11, 0.06, 0.07, 0.06, -0.18, -0.60, -0.16, -0.17, 0.06, 0.10, 0.17, 0.06, -0.11, 0.07, -0.01, 0.05, 0.10]}

{"formula": "C2H9N6", "method": "the ωB97M-V functional and the def2-TZVPD basis", "e_lumo_ha": -0.1680, "de_lowest_kcal_mol": 93.7, "orbital_gap_ev": 8.454, "energy_ev": -11148.03478, "multiplicity": 1, "total_charge": 1, "homo_energy_ev": -13.02, "symbols": ["H", "N", "N", "N", "H", "C", "N", "H", "N", "H", "N", "H", "H", "H", "C", "H", "H"], "coordinates": [[-2.222, 0.710, -1.664], [-1.545, -1.092, -1.235], [1.371, 0.656, 2.341], [1.204, 1.823, 0.320], [0.212, -2.018, -0.380], [-0.617, -2.166, -1.055], [0.924, 0.620, 3.559], [0.515, 1.484, -0.526], [-0.180, 0.944, -1.807], [0.042, 1.094, 3.899], [1.268, 1.347, 1.388], [-0.167, -2.416, -2.167], [0.601, 0.406, -1.989], [-1.130, -3.093, -0.910], [-1.360, 0.092, -1.571], [1.188, -0.111, 4.168], [-0.104, 1.719, -2.371]], "lowdin_charge": [0.11, -0.01, 0.06, 0.23, 0.06, -0.13, 0.11, 0.09, 0.09, 0.17, -0.03, 0.14, 0.07, 0.06, -0.22, 0.11, 0.08]}